{"formula": "C37H38AsN3OOsP2S5", "method": "ωB97M-V with the def2-TZVPD basis set", "orbital_gap_ev": 7.00, "homo_energy_ha": -0.267, "de_lowest_kj_mol": 261.6, "species": ["Os", "C", "N", "P", "C", "C", "C", "C", "C", "C", "C", "C", "C", "C", "C", "C", "P", "C", "C", "C", "C", "C", "C", "C", "C", "C", "C", "C", "C", "H", "H", "H", "H", "H", "H", "H", "H", "H", "H", "H", "H", "H", "H", "H", "H", "H", "H", "H", "H", "H", "H", "H", "S", "As", "S", "S", "S", "C", "C", "N", "C", "C", "C", "S", "N", "C", "O", "C", "C", "C", "C", "C", "C", "H", "H", "H", "H", "H", "H", "H", "H", "H", "H", "H", "H", "H", "H", "H"], "xyz": [[-0.21, 0.12, -1.15], [-0.93, -0.89, 2.44], [-0.97, -1.64, 1.17], [0.55, -1.49, 0.21], [1.72, -2.06, 1.49], [3.03, -1.59, 1.42], [4.00, -2.05, 2.30], [3.66, -3.00, 3.26], [2.36, -3.48, 3.33], [1.39, -3.02, 2.45], [0.57, -2.87, -0.98], [0.28, -2.45, -2.38], [0.61, -3.41, -3.48], [1.07, -4.74, -3.08], [1.17, -5.09, -1.79], [0.96, -4.13, -0.73], [-1.94, -0.90, -0.06], [-3.26, 0.10, 0.68], [-4.19, -0.46, 1.56], [-5.23, 0.30, 2.04], [-5.37, 1.63, 1.63], [-4.47, 2.18, 0.75], [-3.41, 1.42, 0.27], [-2.91, -2.26, -0.76], [-3.76, -1.99, -1.83], [-4.50, -3.01, -2.40], [-4.41, -4.30, -1.90], [-3.57, -4.57, -0.82], [-2.82, -3.55, -0.25], [-0.60, 0.15, 2.31], [-0.28, -1.37, 3.16], [-1.93, -0.87, 2.87], [3.30, -0.86, 0.67], [5.01, -1.68, 2.24], [4.41, -3.36, 3.95], [2.10, -4.22, 4.07], [0.38, -3.40, 2.50], [0.51, -1.40, -2.63], [1.01, -2.99, -4.40], [1.34, -5.44, -3.86], [1.50, -6.09, -1.52], [1.18, -4.43, 0.29], [-4.10, -1.50, 1.84], [-5.95, -0.13, 2.73], [-6.20, 2.22, 2.01], [-4.58, 3.21, 0.42], [-2.69, 1.86, -0.41], [-3.82, -0.98, -2.23], [-5.15, -2.79, -3.24], [-4.98, -5.10, -2.35], [-3.50, -5.58, -0.43], [-2.16, -3.76, 0.58], [0.69, -0.38, -5.21], [-1.20, 0.26, -4.74], [-1.70, 0.96, -2.78], [-1.17, -3.07, -3.28], [-2.77, 0.35, -6.02], [4.09, 3.90, 0.85], [3.73, 4.23, -0.59], [3.34, 3.06, -1.39], [4.32, 2.53, -2.33], [5.25, 1.49, -1.71], [2.13, 2.48, -1.22], [1.77, 1.10, -2.17], [1.35, 3.15, -0.35], [0.33, 2.69, 0.32], [-0.23, 1.54, 0.32], [-0.24, 3.63, 1.34], [-1.28, 3.23, 2.18], [-1.80, 4.10, 3.13], [-1.29, 5.38, 3.25], [-0.25, 5.79, 2.42], [0.27, 4.92, 1.48], [4.37, 4.81, 1.38], [4.93, 3.21, 0.90], [3.24, 3.45, 1.36], [4.59, 4.67, -1.10], [2.92, 4.95, -0.62], [4.90, 3.38, -2.70], [3.79, 2.11, -3.18], [5.84, 1.92, -0.90], [5.94, 1.11, -2.46], [4.67, 0.66, -1.32], [-1.68, 2.23, 2.09], [-2.61, 3.77, 3.77], [-1.69, 6.06, 3.98], [0.16, 6.79, 2.51], [1.08, 5.23, 0.83]]}